The following is a quantum chemistry calculation of a structure of composition C3H9AgI3N3O6 in a non-equilibrium geometry, from OMol25.

Its relative energy (zero: lowest compared OMol25 entry of this formula, charge and spin) is 0.3 kJ/mol. As for the largest force on an atom: 1.039 eV Å⁻¹. The expectation value of S² is 0.763.

```
! wB97M-V def2-TZVPD RIJCOSX def2/J DEFGRID3
* xyz -1 2
Ag 1.121 7.022 7.836
I 0.830 9.130 9.802
I 3.272 5.209 8.464
I 1.749 8.722 5.646
C -0.513 4.187 11.115
N -0.677 4.518 9.680
O -1.125 3.658 8.946
O -0.319 5.624 9.365
H -1.240 4.776 11.672
H 0.487 4.490 11.404
H -0.707 3.131 11.238
C -0.902 3.353 5.502
N 0.000 4.524 5.346
O 0.440 4.748 4.238
O 0.223 5.149 6.350
H -1.455 3.253 4.575
H -1.577 3.579 6.320
H -0.290 2.486 5.716
C -3.089 8.309 8.880
N -2.364 8.329 7.586
O -1.475 7.513 7.451
O -2.655 9.208 6.813
H -3.032 7.305 9.279
H -4.071 8.723 8.716
H -2.484 8.951 9.529
*
```

The following is a quantum chemistry calculation of a cluster of 2 separate species, C3H6N3S in total in a non-equilibrium geometry, from OMol25.

Its relative energy (zero: lowest compared OMol25 entry of this formula, charge and spin) is 307.1 kJ/mol. As for the largest force on an atom: 3.281 eV Å⁻¹.

```
! wB97M-V def2-TZVPD RIJCOSX def2/J DEFGRID3
* xyz 1 1
C 3.091 -2.227 0.227
C 1.029 -0.642 -0.035
C -0.503 1.080 0.387
N 2.974 -3.164 -0.508
N 0.810 0.490 0.417
N 0.544 -1.633 -0.443
S 3.314 -1.081 1.211
H -0.657 1.291 1.473
H -0.794 1.966 -0.339
H -1.157 0.248 0.155
H 1.340 1.051 0.993
H 1.117 -2.427 -0.781
H 3.963 -3.647 -0.500
*
```

The following is a quantum chemistry calculation of an isolated molecule of C2H6N4OS in a non-equilibrium geometry, from OMol25.

Its relative energy (zero: lowest compared OMol25 entry of this formula, charge and spin) is 517.9 kJ/mol. As for the largest force on an atom: 5.261 eV Å⁻¹. Its SMILES is N/N=C(\NN)C(=O)S.

```
! wB97M-V def2-TZVPD RIJCOSX def2/J DEFGRID3
* xyz 0 1
N 1.908 0.043 -0.261
N 0.924 -0.717 0.016
C -0.261 -0.283 -0.233
N -0.685 0.946 -0.622
N -0.223 2.050 0.030
C -1.470 -1.284 0.007
O -2.539 -0.936 -0.278
S -1.345 -2.989 0.974
H 2.034 0.539 -1.090
H 2.710 -0.424 0.166
H -1.596 0.881 -0.954
H 0.111 1.866 1.038
H 0.659 2.654 -0.640
H -0.227 -2.345 1.846
*
```

The following is a quantum chemistry calculation of a cluster of 2 separate species, C3H3N in total in a non-equilibrium geometry, from OMol25.

Its relative energy (zero: lowest compared OMol25 entry of this formula, charge and spin) is 755.0 kJ/mol. As for the largest force on an atom: 2.005 eV Å⁻¹.

```
! wB97M-V def2-TZVPD RIJCOSX def2/J DEFGRID3
* xyz 0 1
C -0.885 0.370 0.867
C 0.278 0.931 0.575
C -0.479 0.396 -0.458
N 0.917 -1.261 -1.266
H -1.616 0.073 1.539
H 1.189 1.567 0.668
H 0.596 -2.077 -1.926
*
```

The following is a quantum chemistry calculation of a cluster of 2 separate species, C2H7N5 in total in a non-equilibrium geometry, from OMol25.

Its relative energy (zero: lowest compared OMol25 entry of this formula, charge and spin) is 412.8 kJ/mol. As for the largest force on an atom: 6.056 eV Å⁻¹.

```
! wB97M-V def2-TZVPD RIJCOSX def2/J DEFGRID3
* xyz 0 1
C -0.875 -1.084 -0.789
C 0.536 -0.664 -0.101
N -1.225 2.710 1.703
N -2.340 2.719 1.884
N -0.091 3.017 1.889
N 1.383 1.422 -0.300
N 1.364 0.275 -0.803
H -0.662 -1.751 -1.802
H -1.391 -1.838 -0.132
H -1.528 -0.322 -0.957
H 0.139 -0.256 0.879
H 1.092 -1.532 -0.002
H 0.631 2.662 1.249
H 2.032 2.054 -0.824
*
```

The following is a quantum chemistry calculation of an isolated molecule of C23H24N2O4, from OMol25.

Its relative energy (zero: lowest compared OMol25 entry of this formula, charge and spin) is 71.0 kJ/mol. As for the largest force on an atom: 0.655 eV Å⁻¹. Its SMILES is COc1ccc(-c2ccc(CCC(=O)O)n2CC(=O)Nc2ccccc2C)cc1.

```
! wB97M-V def2-TZVPD RIJCOSX def2/J DEFGRID3
* xyz 0 1
C -6.562 -2.436 0.526
O -5.202 -2.559 0.191
C -4.450 -1.423 0.096
C -3.116 -1.606 -0.270
C -2.267 -0.528 -0.387
C -2.717 0.769 -0.133
C -1.848 1.932 -0.264
C -2.127 3.128 -0.886
C -0.986 3.937 -0.771
C -0.043 3.230 -0.066
C 1.328 3.674 0.322
C 2.436 3.032 -0.532
C 3.213 1.973 0.202
O 3.073 1.668 1.362
O 4.114 1.386 -0.583
N -0.575 2.007 0.240
C 0.059 1.003 1.039
C 0.994 0.109 0.213
O 1.125 0.220 -0.984
N 1.639 -0.814 0.975
C 2.707 -1.611 0.495
C 3.947 -1.486 1.113
C 5.030 -2.222 0.669
C 4.872 -3.091 -0.397
C 3.632 -3.231 -0.993
C 2.526 -2.508 -0.560
C 1.189 -2.713 -1.193
C -4.054 0.942 0.213
C -4.915 -0.134 0.328
H -7.106 -1.839 -0.213
H -6.958 -3.450 0.531
H -6.694 -1.992 1.519
H -2.774 -2.609 -0.471
H -1.253 -0.687 -0.718
H -3.039 3.375 -1.393
H -0.867 4.930 -1.157
H 1.361 4.757 0.204
H 1.528 3.449 1.374
H 3.156 3.778 -0.872
H 2.017 2.559 -1.422
H 4.563 0.659 -0.119
H -0.708 0.376 1.506
H 0.655 1.480 1.824
H 1.658 -0.638 1.970
H 4.052 -0.800 1.942
H 5.989 -2.117 1.152
H 5.711 -3.668 -0.756
H 3.510 -3.927 -1.811
H 1.179 -3.626 -1.783
H 0.411 -2.770 -0.433
H 0.955 -1.872 -1.846
H -4.423 1.939 0.403
H -5.944 0.046 0.601
*
```

The following is a quantum chemistry calculation of the ion C8H18N3O with charge +1 in a non-equilibrium geometry, from OMol25.

Its relative energy (zero: lowest compared OMol25 entry of this formula, charge and spin) is 177.5 kJ/mol. As for the largest force on an atom: 4.975 eV Å⁻¹. Its SMILES is CO/C=[N+](/C)N(C)/C=N/C(C)C.

```
! wB97M-V def2-TZVPD RIJCOSX def2/J DEFGRID3
* xyz 1 1
C 2.484 2.530 -0.171
O 1.986 1.204 -0.316
C 2.115 0.449 0.727
N 1.573 -0.775 0.672
C 1.309 -1.610 1.771
N 1.071 -1.260 -0.528
C 2.057 -1.556 -1.579
C -0.191 -0.972 -0.819
N -0.933 -0.317 -0.073
C -2.262 -0.015 -0.479
C -2.557 1.468 0.058
C -3.450 -0.889 0.081
H 2.024 3.325 0.606
H 2.440 2.791 -1.319
H 3.582 2.499 0.049
H 2.753 0.814 1.536
H 0.230 -1.668 1.903
H 1.608 -2.601 1.677
H 1.723 -1.139 2.661
H 2.345 -0.622 -2.060
H 2.987 -2.074 -1.144
H 1.581 -2.160 -2.357
H -0.591 -1.361 -1.826
H -2.463 0.006 -1.488
H -1.869 1.987 -0.638
H -3.663 1.791 -0.166
H -2.203 1.347 1.093
H -3.654 -0.685 1.196
H -3.189 -1.943 -0.066
H -4.449 -0.572 -0.337
*
```

The following is a quantum chemistry calculation of a structure of composition C25H23F12N3O5PdS, from OMol25.

Its relative energy (zero: lowest compared OMol25 entry of this formula, charge and spin) is 16.6 kJ/mol. As for the largest force on an atom: 0.582 eV Å⁻¹. The expectation value of S² is 6.058.

```
! wB97M-V def2-TZVPD RIJCOSX def2/J DEFGRID3
* xyz 0 5
Pd 0.925 -0.840 -0.920
C -5.472 0.015 -1.043
C -4.024 0.264 -0.722
C -3.563 0.262 0.589
C -2.227 0.477 0.865
C -1.316 0.692 -0.170
N 0.050 0.798 0.146
C 0.567 1.846 0.784
C -0.268 2.968 1.066
C 0.187 4.053 1.762
C 1.505 4.086 2.220
C 2.038 5.264 2.977
C 2.342 3.007 1.918
C 1.940 1.901 1.197
C 2.974 0.788 0.919
O 2.686 -0.184 0.015
C 3.274 0.081 2.276
F 3.770 0.906 3.222
F 4.153 -0.910 2.124
F 2.140 -0.438 2.765
C 4.277 1.437 0.333
F 3.946 2.198 -0.722
F 4.976 2.214 1.183
F 5.125 0.499 -0.097
C -1.755 0.688 -1.504
C -3.110 0.488 -1.745
C -0.752 0.955 -2.642
O 0.556 0.779 -2.294
C -0.908 2.442 -3.064
F -0.123 2.749 -4.100
F -2.169 2.762 -3.403
F -0.562 3.233 -2.037
C -1.034 0.021 -3.858
F -1.164 -1.243 -3.429
F -0.010 0.043 -4.719
F -2.137 0.326 -4.563
H -6.102 0.151 -0.164
H -5.823 0.692 -1.822
H -5.618 -1.004 -1.406
H -4.258 0.097 1.404
H -1.858 0.478 1.883
H -1.282 2.955 0.694
H -0.475 4.889 1.952
H 1.246 5.775 3.523
H 2.812 4.962 3.681
H 2.483 5.986 2.287
H 3.357 3.062 2.278
H -3.475 0.509 -2.762
N 2.483 -1.052 -2.485
N 2.251 -2.173 -3.301
C 1.195 -3.018 -2.879
O 0.820 -3.914 -3.596
O 0.739 -2.759 -1.683
H 2.392 -0.162 -2.966
H 3.348 -1.128 -1.960
H 2.226 -1.974 -4.290
O 0.535 -2.121 0.993
S -0.789 -2.821 0.754
C -0.414 -4.602 0.703
C -1.154 -5.269 1.857
C -1.145 -4.261 3.002
C -1.591 -2.943 2.381
H 0.669 -4.623 0.834
H -0.652 -4.978 -0.289
H -0.676 -6.210 2.128
H -2.183 -5.496 1.568
H -0.132 -4.152 3.396
H -1.795 -4.557 3.825
H -1.299 -2.052 2.935
H -2.668 -2.917 2.199
*
```

The following is a quantum chemistry calculation of a cluster of 3 separate species, C29H52NO8 in total, from OMol25.

Its relative energy (zero: lowest compared OMol25 entry of this formula, charge and spin) is 0.0 kJ/mol. As for the largest force on an atom: 0.817 eV Å⁻¹.

```
! wB97M-V def2-TZVPD RIJCOSX def2/J DEFGRID3
* xyz 1 1
C 3.559 -0.628 2.706
C 4.068 -0.914 1.286
C 3.144 -0.494 0.143
C 2.688 0.969 0.130
C 1.453 1.183 -0.770
C 0.172 1.598 -0.029
C -0.241 0.635 1.041
C 0.179 0.855 2.328
N -0.160 0.032 3.328
C -0.942 -1.037 3.133
C -1.389 -1.310 1.878
C -1.043 -0.495 0.797
C -1.533 -0.811 -0.583
C -1.808 -2.296 -0.866
C -0.707 -3.270 -0.416
C -1.242 -4.534 0.296
C -1.218 -5.762 -0.617
C 0.200 -6.299 -0.853
C 0.420 -6.781 -2.288
C 1.891 -7.003 -2.630
O 2.159 -6.426 -3.930
C 3.403 -5.880 -4.056
C 3.395 -4.436 -4.486
O 4.407 -6.501 -3.841
H 4.376 -0.308 3.350
H 2.819 0.171 2.737
H 3.117 -1.512 3.164
H 5.065 -0.497 1.150
H 4.196 -1.994 1.204
H 2.286 -1.172 0.085
H 3.697 -0.651 -0.786
H 3.495 1.570 -0.288
H 2.512 1.345 1.136
H 1.261 0.252 -1.306
H 1.675 1.944 -1.515
H 0.308 2.599 0.382
H -0.622 1.696 -0.769
H 0.802 1.706 2.560
H 0.181 0.223 4.260
H -1.183 -1.661 3.979
H -2.011 -2.176 1.709
H -0.830 -0.424 -1.315
H -2.467 -0.255 -0.717
H -2.788 -2.572 -0.476
H -1.901 -2.378 -1.948
H -0.144 -3.611 -1.285
H 0.013 -2.785 0.244
H -2.278 -4.380 0.609
H -0.669 -4.741 1.202
H -1.675 -5.488 -1.570
H -1.839 -6.542 -0.177
H 0.361 -7.150 -0.190
H 0.947 -5.537 -0.619
H -0.010 -6.082 -3.006
H -0.115 -7.722 -2.427
H 2.530 -6.520 -1.891
H 2.134 -8.062 -2.677
H 3.883 -4.331 -5.451
H 3.972 -3.876 -3.752
H 2.384 -4.047 -4.537
C -0.577 7.566 -2.798
C -0.540 6.521 -1.705
O 0.691 5.772 -1.707
C 1.751 6.414 -1.216
O 1.761 7.523 -0.755
O 2.805 5.598 -1.307
C 4.039 6.187 -0.877
H -0.402 7.104 -3.771
H -1.552 8.052 -2.813
H 0.184 8.327 -2.639
H -1.315 5.774 -1.869
H -0.695 6.963 -0.721
H 3.951 6.576 0.134
H 4.333 6.985 -1.556
H 4.777 5.390 -0.906
C -3.174 2.077 4.121
C -3.270 2.127 2.609
O -4.618 2.036 2.148
C -5.341 3.158 2.294
O -4.927 4.196 2.735
O -6.566 2.917 1.855
C -7.479 4.015 1.998
H -3.666 1.180 4.503
H -2.128 2.068 4.435
H -3.654 2.943 4.572
H -2.772 1.261 2.174
H -2.799 3.027 2.210
H -7.083 4.909 1.524
H -7.673 4.207 3.051
H -8.395 3.707 1.505
*
```

The following is a quantum chemistry calculation of a structure of composition C8H9NO in a non-equilibrium geometry, from OMol25.

Its relative energy (zero: lowest compared OMol25 entry of this formula, charge and spin) is 601.3 kJ/mol. As for the largest force on an atom: 3.969 eV Å⁻¹.

```
! wB97M-V def2-TZVPD RIJCOSX def2/J DEFGRID3
* xyz 0 1
C -1.554 0.457 1.465
C -2.026 -0.849 1.379
C -0.308 0.785 0.988
C -1.352 -1.934 0.757
C 0.448 -0.300 0.467
C -0.140 -1.561 0.241
C 1.659 -0.741 -0.152
C 0.748 2.272 -2.001
N 1.036 -1.922 -0.587
O 2.745 -0.145 -0.685
H -2.188 1.218 1.796
H -2.987 -1.026 1.808
H 0.076 1.772 0.623
H -1.857 -2.878 0.710
H 0.733 1.347 -1.464
H -0.210 2.455 -2.513
H 1.232 3.185 -1.641
H 1.361 -2.952 -0.688
H 2.584 0.816 -0.503
*
```

The following is a quantum chemistry calculation of the ion C4H8N with charge +1 in a non-equilibrium geometry, from OMol25.

Its relative energy (zero: lowest compared OMol25 entry of this formula, charge and spin) is 192.0 kJ/mol. As for the largest force on an atom: 3.990 eV Å⁻¹. Its SMILES is C1CC12C[NH2+]2.

```
! wB97M-V def2-TZVPD RIJCOSX def2/J DEFGRID3
* xyz 1 1
C -0.020 -0.138 -1.482
C -1.242 -0.610 -0.609
C 0.025 -0.117 -0.010
C 0.977 -0.357 1.075
N 0.447 0.986 0.905
H 0.311 -0.870 -2.276
H -0.230 0.880 -1.765
H -2.161 0.025 -0.424
H -1.394 -1.698 -0.219
H 0.448 -0.803 1.953
H 2.068 -0.580 0.815
H -0.106 1.481 1.626
H 0.878 1.802 0.410
*
```

The following is a quantum chemistry calculation of a structure of composition C29H52FeN7O in a non-equilibrium geometry, from OMol25.

Its relative energy (zero: lowest compared OMol25 entry of this formula, charge and spin) is 0.0 kJ/mol. As for the largest force on an atom: 6.113 eV Å⁻¹. The expectation value of S² is 12.013.

```
! wB97M-V def2-TZVPD RIJCOSX def2/J DEFGRID3
* xyz 3 7
Fe -1.304 2.483 -0.454
C -0.598 -0.756 0.451
O -0.827 0.617 0.262
H -1.495 -1.149 0.930
H -0.454 -1.401 -0.416
H 0.248 -0.918 1.118
C -3.083 -2.423 -2.151
C -4.158 -1.419 -2.685
C -3.603 -0.214 -3.502
C -3.102 0.806 -2.547
N -2.680 1.539 -1.749
H -2.072 -2.020 -2.108
H -3.144 -3.427 -2.572
H -3.400 -2.713 -1.150
H -4.733 -1.014 -1.853
H -4.992 -1.893 -3.203
H -4.351 0.122 -4.221
H -2.692 -0.567 -3.986
C 2.174 3.471 -5.135
C 1.442 2.153 -5.395
C 1.150 1.250 -4.185
C 0.683 1.806 -2.870
N 0.314 2.318 -1.871
H 1.676 3.888 -4.259
H 2.095 4.096 -6.024
H 3.185 3.098 -4.972
H 1.961 1.768 -6.272
H 0.435 2.430 -5.706
H 2.015 0.624 -3.965
H 0.436 0.482 -4.481
C 3.215 0.392 0.682
C 3.497 0.856 2.115
C 4.773 1.726 2.316
C 4.771 2.935 1.456
N 4.821 3.839 0.666
H 4.086 -0.115 0.265
H 2.751 1.160 0.063
H 2.623 -0.514 0.553
H 3.470 0.026 2.821
H 2.665 1.359 2.609
H 5.612 1.066 2.097
H 4.782 2.091 3.343
C 2.821 6.539 1.374
C 2.137 5.993 2.616
C 2.071 4.429 2.763
C 1.032 3.730 1.927
N 0.238 3.259 1.187
H 2.167 6.239 0.555
H 3.803 6.225 1.020
H 2.937 7.622 1.405
H 1.185 6.492 2.794
H 2.677 6.375 3.483
H 1.808 4.190 3.793
H 3.008 3.947 2.483
C -0.406 -5.542 1.901
C -1.432 -4.723 2.684
C -1.143 -4.613 4.179
C 0.212 -4.129 4.541
N 1.294 -3.708 4.696
H -0.776 -5.388 0.888
H -0.370 -6.602 2.153
H 0.582 -5.100 2.034
H -2.437 -5.087 2.474
H -1.384 -3.665 2.429
H -1.392 -5.526 4.720
H -1.836 -3.875 4.583
C -4.571 -0.708 1.779
C -5.463 0.479 2.054
C -4.624 1.668 2.716
C -3.650 2.268 1.743
N -2.888 2.666 1.030
H -3.694 -0.423 1.198
H -5.269 -1.393 1.298
H -4.324 -1.186 2.727
H -6.377 0.185 2.571
H -5.715 0.789 1.040
H -4.053 1.390 3.602
H -5.273 2.541 2.781
C 1.181 -4.635 -0.998
C 2.369 -3.691 -1.165
C 2.379 -2.995 -2.577
C 1.122 -2.262 -2.949
N 0.171 -1.710 -3.243
H 0.125 -4.365 -0.990
H 1.279 -5.214 -0.079
H 1.152 -5.394 -1.780
H 3.368 -4.088 -0.984
H 2.066 -2.895 -0.484
H 2.561 -3.750 -3.342
H 3.140 -2.218 -2.651
*
```

The lowest largest force on an atom belongs to which entry? C25H23F12N3O5PdS